A molecular structure, C2H7O2 at a distorted geometry, computed with the ωB97M-V functional and the def2-TZVPD basis.

Each line ends with the Löwdin charge.
Element x y z (Å)
C1 -0.120 0.157 -0.799  -0.46
O1 -1.054 -0.172 0.166  -0.30
C2 1.109 -0.780 -0.732  -0.14
H1 0.267 1.188 -0.681  0.09
H2 -0.634 -0.038 -1.756  0.08
H3 1.471 -0.810 0.301  0.06
H4 1.953 -0.478 -1.358  0.04
H5 0.776 -1.797 -0.931  0.05
H6 -0.904 0.338 1.335  0.00
H7 -1.791 1.469 2.053  -0.06
O2 -1.072 0.922 2.402  -0.36

Output
HOMO-LUMO gap   0.2970 hartree
2S+1   1
HOMO level   -3.5 eV
E   -230.87519 Eh
LUMO   4.571 eV
Total charge   -1
M   63.1 g mol⁻¹

***

A molecular structure, C2H7O2, computed with the ωB97M-V functional and the def2-TZVPD basis.

Each line ends with the Löwdin charge.
Element x y z (Å)
O1 2.092 -1.652 1.072  -0.27
H1 2.949 -1.263 1.189  -0.07
C1 -0.350 -0.131 -0.335  -0.50
O2 0.939 0.184 -0.016  -0.29
C2 -1.315 1.079 -0.368  -0.13
H2 -0.780 -0.842 0.401  0.09
H3 -0.456 -0.650 -1.321  0.08
H4 1.549 -0.785 0.575  -0.05
H5 -1.436 1.442 -1.395  0.04
H6 -0.882 1.865 0.250  0.05
H7 -2.309 0.753 -0.053  0.04

Output
HOMO-LUMO gap   0.2937 hartree
2S+1   1
HOMO level   -3.3 eV
E   -230.87823 Eh
LUMO   4.646 eV
Total charge   -1
M   63.1 g mol⁻¹

***

2 unconnected molecules or ions with the total composition C2H7O2 at a distorted geometry, computed with the ωB97M-V functional and the def2-TZVPD basis.

Each line ends with the Löwdin charge.
Element x y z (Å)
C1 -0.722 0.148 -0.795  -0.56
O1 0.488 0.088 -1.366  -0.34
C2 -0.745 0.537 0.719  -0.15
H1 -1.408 0.893 -1.252  0.07
H2 -1.262 -0.834 -0.807  0.07
H3 -1.788 0.724 1.008  0.04
H4 -0.353 -0.204 1.429  0.04
H5 -0.137 1.412 0.965  0.05
H6 1.705 -0.552 -0.622  -0.04
H7 1.839 -1.237 0.730  -0.03
O2 2.382 -0.975 -0.009  -0.16

Output
HOMO-LUMO gap   0.2765 hartree
2S+1   1
HOMO level   -2.9 eV
E   -230.87899 Eh
LUMO   4.623 eV
Total charge   -1
M   63.1 g mol⁻¹

***

2 unconnected molecules or ions with the total composition C2H7O2 at a distorted geometry, computed with the ωB97M-V functional and the def2-TZVPD basis.

Each line ends with the Löwdin charge.
Element x y z (Å)
O1 2.362 -0.224 1.392  -0.41
H1 2.968 0.393 0.987  -0.11
C1 -0.135 -0.173 -0.196  -0.43
O2 0.180 0.688 0.854  -0.23
C2 -1.606 -0.003 -0.659  -0.11
H2 0.599 -0.001 -1.005  0.10
H3 0.083 -1.214 0.090  0.09
H4 1.237 0.457 1.141  -0.03
H5 -1.693 -0.813 -1.401  0.05
H6 -2.456 -0.043 0.010  0.05
H7 -1.538 0.934 -1.213  0.05

Output
HOMO-LUMO gap   0.2888 hartree
2S+1   1
HOMO level   -3.4 eV
E   -230.86655 Eh
LUMO   4.461 eV
Total charge   -1
M   63.1 g mol⁻¹

***

2 unconnected molecules or ions with the total composition C2H7O2 at a distorted geometry, computed with the ωB97M-V functional and the def2-TZVPD basis.

Each line ends with the Löwdin charge.
Element x y z (Å)
O1 -1.012 -0.457 -2.397  0.52
H1 -1.190 -1.462 -2.378  0.25
H2 -0.022 -0.893 2.177  0.15
H3 -1.518 -0.247 -3.261  0.25
C1 0.538 0.006 1.887  0.04
C2 0.210 0.599 0.590  -0.01
O2 1.058 0.469 -0.347  0.22
H4 1.603 -0.223 1.957  0.13
H5 0.329 0.776 2.650  0.14
H6 -0.761 1.063 0.394  0.17
H7 0.766 0.370 -1.271  0.15

Output
HOMO-LUMO gap (alpha / beta)   0.4501 / 0.1782 hartree
2S+1   2
<S²>   0.753
HOMO level (alpha / beta)   -22.5 / -22.4 eV
E   -229.95040 Eh
LUMO (alpha / beta)   -10.209 / -17.591 eV
Total charge   +2
M   63.1 g mol⁻¹

***

2 unconnected molecules or ions with the total composition C2H7O3P at a distorted geometry, computed with the ωB97M-V functional and the def2-TZVPD basis.

Each line ends with the Löwdin charge.
Element x y z (Å)
O1 2.898 0.436 -1.272  -0.45
P1 2.738 0.314 0.184  0.79
O2 2.861 -1.283 0.415  -0.28
H1 3.131 -1.709 -0.361  0.01
C1 -2.045 -0.399 -0.057  -0.07
C2 -1.038 0.680 0.464  -0.26
O3 0.275 0.403 -0.012  -0.19
H2 -1.768 -0.896 -1.021  0.10
H3 -3.009 0.048 -0.062  0.05
H4 -2.065 -1.217 0.619  0.05
H5 -0.945 0.746 1.497  0.08
H6 -1.519 1.673 0.032  0.15
H7 0.485 1.203 -0.427  0.02

Output
HOMO-LUMO gap   0.3992 hartree
2S+1   1
HOMO level   -10.1 eV
E   -647.48034 Eh
SMILES   O=PO.CCO
LUMO   0.751 eV
M   110.0 g mol⁻¹

***

C2H7O4P3 in the gas phase at a distorted geometry, computed with the ωB97M-V functional and the def2-TZVPD basis.

Each line ends with the Löwdin charge.
Element x y z (Å)
C1 1.485 1.676 0.228  -0.09
C2 -1.424 -1.699 1.370  -0.29
O1 -1.368 0.100 -0.591  -0.69
O2 0.332 0.418 -2.540  -0.63
O3 0.832 -1.190 0.160  -0.60
O4 2.592 0.662 0.112  -0.40
P1 -0.799 1.232 -2.000  0.63
P2 -1.010 -1.365 -0.379  0.85
P3 2.264 -0.888 -0.163  1.00
H1 1.565 2.272 1.159  0.10
H2 0.494 1.301 0.425  0.02
H3 1.555 2.094 -0.765  0.06
H4 -1.176 -0.932 2.229  0.09
H5 -0.917 -2.510 1.813  0.01
H6 -2.434 -1.792 1.655  0.01
H7 -1.992 0.622 -2.714  -0.07

Output
HOMO-LUMO gap   0.2366 hartree
2S+1   1
HOMO level   -7.7 eV
E   -1405.42191 Eh
LUMO   -1.287 eV
M   188.0 g mol⁻¹

***

2 unconnected molecules or ions with the total composition C2H7OPS at a distorted geometry, computed with the ωB97M-V functional and the def2-TZVPD basis.

Each line ends with the Löwdin charge.
Element x y z (Å)
O1 -1.666 1.289 -0.331  -0.47
P1 -2.325 0.347 0.534  0.58
H1 -2.439 -0.945 0.179  -0.06
H2 -1.695 -0.080 1.723  -0.06
H3 -3.612 0.799 0.918  -0.01
C1 1.727 0.411 -0.406  -0.14
C2 0.793 -0.014 0.697  -0.71
S1 0.312 -1.523 0.934  0.68
H4 1.334 0.077 -1.312  0.06
H5 1.773 1.495 -0.533  0.09
H6 2.669 0.091 -0.280  0.03
H7 0.242 0.817 1.114  0.02

Output
HOMO-LUMO gap   0.3140 hartree
2S+1   1
HOMO level   -8.8 eV
E   -895.11097 Eh
SMILES   O=[PH3].CC=S
LUMO   -0.266 eV
M   110.1 g mol⁻¹

***

2 unconnected molecules or ions with the total composition C2H7OS at a distorted geometry, computed with the ωB97M-V functional and the def2-TZVPD basis.

Each line ends with the Löwdin charge.
Element x y z (Å)
O1 -2.032 0.521 -0.400  -0.48
H1 -2.086 1.216 -1.069  -0.11
C1 0.065 -1.055 -0.813  -0.54
S1 1.612 -0.318 -0.276  0.61
C2 0.955 0.660 1.106  -0.46
H2 -0.174 -1.917 -0.176  0.00
H3 0.052 -1.385 -1.835  -0.02
H4 -0.912 -0.250 -0.698  -0.03
H5 1.651 1.455 1.328  0.00
H6 -0.019 1.064 0.841  0.01
H7 0.888 0.008 1.992  0.02

Output
HOMO-LUMO gap   0.2346 hartree
2S+1   1
HOMO level   -2.6 eV
E   -553.79890 Eh
LUMO   3.758 eV
Total charge   -1
M   79.1 g mol⁻¹

***

2 unconnected molecules or ions with the total composition C2H7OS at a distorted geometry, computed with the ωB97M-V functional and the def2-TZVPD basis.

Each line ends with the Löwdin charge.
Element x y z (Å)
C1 0.291 1.274 -2.568  -0.55
S1 -1.014 1.899 -1.446  0.51
H1 0.414 0.207 -2.421  0.01
H2 1.312 1.655 -2.494  0.03
H3 -0.076 1.646 -3.523  0.01
H4 0.552 -0.471 0.860  0.05
C2 -0.375 -1.268 2.302  -0.15
O1 0.858 -0.882 1.668  -0.13
H5 -0.360 -0.825 3.304  0.07
H6 -0.306 -2.345 2.451  0.07
H7 -1.296 -0.889 1.868  0.08

Output
HOMO-LUMO gap (alpha / beta)   0.3816 / 0.2594 hartree
2S+1   2
<S²>   0.753
HOMO level (alpha / beta)   -9.6 / -9.2 eV
E   -553.73785 Eh
LUMO (alpha / beta)   0.810 / -2.103 eV
M   79.1 g mol⁻¹

***

3 unconnected molecules or ions with the total composition C2H7OS2 at a distorted geometry, computed with the ωB97M-V functional and the def2-TZVPD basis.

Each line ends with the Löwdin charge.
Element x y z (Å)
C1 1.418 -0.107 -0.404  -0.24
O1 2.565 0.241 -0.519  -0.06
H1 0.626 0.292 -1.055  0.02
H2 2.424 -2.792 1.529  0.01
H3 1.115 -0.829 0.358  0.02
C2 -1.846 1.683 -0.179  -0.56
S1 -1.667 0.120 0.728  0.09
S2 -1.744 -1.271 -0.816  -0.29
H4 -2.249 2.403 0.546  0.00
H5 -0.856 2.095 -0.383  0.00
H6 -2.443 1.587 -1.076  0.00
H7 2.657 -3.422 1.272  0.01

Output
HOMO-LUMO gap   0.2270 hartree
2S+1   1
HOMO level   -2.5 eV
E   -952.00243 Eh
LUMO   3.660 eV
Total charge   -1
M   111.2 g mol⁻¹

***

A molecular structure, C2H7PS2 at a distorted geometry, computed with the ωB97M-V functional and the def2-TZVPD basis.

Each line ends with the Löwdin charge.
Element x y z (Å)
C1 -0.024 -0.989 -0.596  -0.65
C2 -0.387 0.146 0.314  -1.05
P1 1.491 -0.978 -1.614  0.76
S1 -1.221 1.649 -0.385  0.61
S2 -1.691 -0.327 1.546  0.66
H1 0.013 -1.806 0.063  0.03
H2 -0.708 -1.159 -1.524  0.09
H3 0.528 0.560 0.837  0.07
H4 2.639 -0.538 -0.726  -0.07
H5 1.482 0.346 -2.038  -0.13
H6 -1.122 1.362 -1.721  -0.14
H7 -1.884 -1.521 1.076  -0.18

Output
HOMO-LUMO gap   0.3498 hartree
2S+1   1
HOMO level   -8.7 eV
E   -1218.05952 Eh
LUMO   0.770 eV
M   126.2 g mol⁻¹